Record 1
Density functional theory data (wB97M-V/def2-TZVPD) for a structure of composition C23H27N2O9S2Zr at a distorted geometry.

Summary:
- HOMO energy: -11.6 eV
- E_tot: -2522.69705 Eh
- Lowest unoccupied orbital energy: -4.0 eV
- Energy above the lowest of the compared OMol25 structures with the same formula, charge and spin: 92.2 kJ/mol

ORCA input file:
```
! RIJCOSX wB97M-V def2-TZVPD def2/J DEFGRID3
* xyz 1 1
Zr 1.1407 0.6472 1.9266
O 1.9647 4.3191 3.8348
C 1.9102 3.2656 3.0665
O 0.8983 2.5872 2.9019
C 3.3017 2.7599 2.6314
O 3.1637 1.3454 2.5808
C 3.6054 0.5199 3.7227
C 2.4198 0.0775 4.6215
O 2.5709 -0.1200 5.8158
O 1.3274 -0.0358 3.9500
H 1.1115 4.5127 4.2982
H 4.0767 3.1514 3.2452
H 3.5608 3.0517 1.5706
H 4.2666 1.1877 4.2713
H 4.0696 -0.3761 3.2814
C 0.2580 2.4724 -3.8241
C -0.0571 1.0303 -3.5396
N -1.0584 0.8948 -2.4678
C -2.4781 0.7971 -2.8572
C -3.1764 2.1409 -2.8348
C -0.7569 0.7951 -1.1526
S 0.9173 1.1336 -0.6466
N -1.7777 0.5682 -0.3879
C -1.9010 0.6795 0.8942
O -0.9036 0.8212 1.7314
C -3.2213 0.6409 1.5576
C -4.4177 0.5602 0.8412
C -5.6703 0.7220 1.4930
C -5.7630 0.8946 2.8486
C -4.5742 0.9391 3.5595
C -3.3280 0.8767 2.9421
H 1.3076 2.5783 -4.1951
H 0.1681 3.0462 -2.8895
H -0.4896 2.9603 -4.4963
H 0.9191 0.6123 -3.1940
H -0.3866 0.4786 -4.4316
H -2.9923 0.1137 -2.2011
H -2.5191 0.3808 -3.8888
H -3.5532 2.3611 -1.8403
H -4.0327 2.1216 -3.5071
H -2.4906 2.9311 -3.1035
H -4.3229 0.4316 -0.2044
H -6.5759 0.6297 0.8933
H -6.7089 0.9270 3.3225
H -4.5378 1.0201 4.6086
H -2.4357 1.0324 3.5336
C 2.7114 -5.0958 -4.1212
C 2.2815 -4.3017 -2.8736
C 1.2683 -4.7156 -1.9665
C 1.1012 -4.1260 -0.6904
C 1.8459 -2.9481 -0.3984
C 2.6460 -2.3635 -1.3818
C 2.7912 -3.0087 -2.6069
S 1.6895 -2.1237 1.2128
O 1.6118 -3.2119 2.1467
O 2.7202 -1.0797 1.4638
O 0.3518 -1.3246 1.1049
H 1.9828 -5.9575 -4.3459
H 3.7539 -5.5287 -4.0570
H 2.5940 -4.5118 -5.0617
H 0.7969 -5.6436 -2.1907
H 0.4233 -4.5233 0.0269
H 3.2155 -1.4602 -1.1441
H 3.3862 -2.5604 -3.3987
*
```

Mulliken population analysis, charges in e, atoms 1 to 5: atom 1 (Zr): 1.5016, atom 2 (O): -0.4464, atom 3 (C): 0.9298, atom 4 (O): -0.5392, atom 5 (C): -0.4816

Record 2
Density functional theory data (wB97M-V/def2-TZVPD) for a structure of composition C23H27N5O5PS2Ta.

Summary:
- ⟨S²⟩: 0.767
- HOMO energy (alpha / beta): -10.1 / -11.2 eV
- E_tot: -2737.45335 Eh
- Lowest unoccupied orbital energy (alpha / beta): -3.5 / -3.9 eV
- Energy above the lowest of the compared OMol25 structures with the same formula, charge and spin: 62.5 kJ/mol

ORCA input file:
```
! RIJCOSX wB97M-V def2-TZVPD def2/J DEFGRID3
* xyz 1 2
Ta 0.3097 0.1246 0.0441
C -2.7414 3.0427 1.6155
C -1.7170 2.3115 0.8232
N -1.2538 1.1424 1.1151
N -1.7339 0.5548 2.2813
C -1.2129 -0.6242 2.3972
O -0.4160 -1.1101 1.4656
C -1.4370 -1.4417 3.5980
C -2.1334 -0.9398 4.6956
C -2.3092 -1.7359 5.8130
C -1.7954 -3.0287 5.8390
C -1.1014 -3.5276 4.7463
C -0.9200 -2.7341 3.6240
C -1.0921 2.9014 -0.3525
C -1.4907 4.1335 -0.8410
C -0.8350 4.6782 -1.9272
C 0.2142 3.9699 -2.4853
C 0.5537 2.7423 -1.9562
N -0.0899 2.1866 -0.9126
H -3.0184 2.4724 2.4930
H -3.6344 3.2201 1.0110
H -2.3460 4.0130 1.9239
H -2.5274 0.0677 4.6629
H -2.8489 -1.3510 6.6682
H -1.9387 -3.6480 6.7151
H -0.7034 -4.5334 4.7674
H -0.3798 -3.1072 2.7639
H -2.3035 4.6556 -0.3582
H -1.1290 5.6417 -2.3234
H 0.7770 4.3571 -3.3229
H 1.3638 2.1728 -2.3762
C 1.4598 -3.9159 -4.7744
C 0.4941 -3.7703 -3.6288
O 0.9562 -2.7337 -2.7052
P 0.5066 -1.2433 -2.7212
S 1.9586 -0.1198 -1.9390
S -1.1943 -0.9321 -1.6832
O 0.2615 -0.9552 -4.2533
C -0.2187 0.3239 -4.7426
C -0.8326 0.1023 -6.0992
H 1.1465 -4.7546 -5.3984
H 2.4636 -4.1215 -4.4033
H 1.4837 -3.0175 -5.3903
H 0.4516 -4.6674 -3.0182
H -0.5138 -3.5241 -3.9601
H 0.6407 0.9938 -4.7897
H -0.9449 0.7227 -4.0320
H -0.1007 -0.3107 -6.7931
H -1.1876 1.0540 -6.4987
H -1.6797 -0.5802 -6.0319
C 3.1267 2.3456 4.3870
N 2.9178 1.3278 3.3529
C 3.5498 0.1182 3.4260
C 3.3552 -0.8908 2.5556
C 2.4080 -0.6600 1.5123
O 1.9735 -1.4704 0.6581
N 1.8442 0.5920 1.4117
C 1.9987 1.6047 2.3455
O 1.3955 2.6541 2.2961
H 4.1250 2.2245 4.7981
H 2.3867 2.2489 5.1797
H 3.0317 3.3276 3.9370
H 4.2336 0.0180 4.2586
H 3.8612 -1.8380 2.6496
*
```

Mulliken population analysis, charges in e, atoms 1 to 5: atom 1 (Ta): 0.2954, atom 2 (C): -1.7981, atom 3 (C): 1.0227, atom 4 (N): 1.0797, atom 5 (N): -1.2689

Record 3
Density functional theory data (wB97M-V/def2-TZVPD) for a cluster of 2 separate species, C23H27N7O3S in total at a distorted geometry.

Summary:
- HOMO energy: -8.6 eV
- E_tot: -1899.88782 Eh
- Lowest unoccupied orbital energy: -0.7 eV
- SMILES: O=c1ccc2c(-c3cnc(-c4cccnc4)s3)[nH]nc2[nH]1.CC[C@H](C)[C@H](NC(C)=O)C(=O)NC

ORCA input file:
```
! RIJCOSX wB97M-V def2-TZVPD def2/J DEFGRID3
* xyz 0 1
O -0.7104 -2.8584 1.6518
C 0.2406 -2.1040 1.7517
C 1.6049 -2.6022 1.6109
C 2.6828 -1.7496 1.7394
C 2.4187 -0.3363 2.0229
C 3.1603 0.7957 2.2056
C 4.6094 0.9812 2.1944
C 5.5660 0.0175 2.3850
N 6.8820 0.4561 2.3183
C 6.9348 1.7440 2.0691
C 8.2095 2.4433 1.9150
C 9.4148 1.8623 2.3252
C 10.5915 2.5844 2.1445
C 10.5399 3.8485 1.5554
N 9.3858 4.4026 1.1560
C 8.2462 3.7162 1.3334
S 5.3651 2.5293 1.9288
N 2.2359 1.8150 2.3923
N 0.9388 1.3872 2.3538
C 1.0417 0.1058 2.1308
N -0.0017 -0.7772 1.9897
H 1.7382 -3.6566 1.4030
H 3.6938 -2.1278 1.6222
H 5.3204 -1.0197 2.5862
H 9.4347 0.8712 2.7750
H 11.5469 2.1734 2.4513
H 11.4626 4.4025 1.4135
H 7.3265 4.1832 0.9967
H 2.5063 2.7889 2.5376
H -0.9576 -0.4650 2.0985
C -1.9568 -1.6845 -2.2656
C -2.7876 -1.3192 -1.0281
C -4.3127 -1.5563 -1.1414
C -4.5856 -3.0574 -1.3575
C -5.0101 -0.6690 -2.2112
N -4.6663 0.7635 -2.0723
C -4.8921 1.5441 -1.0097
C -4.6853 3.0250 -1.2275
O -5.1985 1.1371 0.1013
C -6.5322 -0.9096 -2.3069
O -7.3364 -0.2031 -1.7089
N -6.9397 -1.9136 -3.0966
C -8.3412 -2.2833 -3.2880
H -2.2876 -1.1094 -3.1295
H -2.0366 -2.7496 -2.4798
H -0.9098 -1.4512 -2.0709
H -2.5997 -0.2743 -0.7820
H -2.4138 -1.9072 -0.1906
H -4.7404 -1.3102 -0.1696
H -3.9971 -3.6404 -0.6467
H -5.6357 -3.2793 -1.1668
H -4.3198 -3.3614 -2.3691
H -4.6046 -0.9807 -3.1715
H -4.3821 1.2403 -2.9103
H -4.7853 3.5359 -0.2708
H -5.4450 3.3915 -1.9148
H -3.6914 3.2016 -1.6324
H -6.2354 -2.4741 -3.5480
H -8.8971 -1.4300 -3.6827
H -8.7787 -2.5659 -2.3279
H -8.4234 -3.1208 -3.9819
*
```

Mulliken population analysis, charges in e, atoms 1 to 5: atom 1 (O): -0.6752, atom 2 (C): 0.3670, atom 3 (C): -0.8862, atom 4 (C): -0.2249, atom 5 (C): 1.4581